No. 1
Below is 3 unconnected molecules or ions with the total composition C3H12N2O2, with properties calculated with ωB97M-V/def2-TZVPD.

The SMILES is C/C(N)=C/N.O.O. The charge is 0. Its spin multiplicity is 1. For the HOMO-LUMO gap, the calculation gives 7.6 eV.

Last column: natural (NBO) charge in e.
Atoms and positions in Å:
C 0.759 -0.799 1.993  -0.63
C 0.605 -0.845 0.522  0.09
N -0.089 -1.983 0.035  -0.83
C 1.229 -0.006 -0.310  -0.09
N 1.081 -0.141 -1.697  -0.85
H 1.314 -1.661 2.386  0.20
H 1.287 0.084 2.348  0.22
H -0.173 -0.858 2.557  0.21
H 0.119 -2.733 0.639  0.36
H 0.069 -2.204 -0.908  0.37
H 1.707 0.901 0.035  0.19
H 0.186 -0.445 -2.034  0.38
H 1.409 0.555 -2.326  0.38
O -0.796 2.354 0.718  -0.94
H -1.238 3.001 1.278  0.48
H -0.379 2.903 0.044  0.47
O -2.089 0.598 -1.224  -0.99
H -2.367 -0.295 -1.071  0.48
H -1.582 1.016 -0.519  0.50


No. 2
Below is 2 unconnected molecules or ions with the total composition C3H4NO2, with properties calculated with ωB97M-V/def2-TZVPD.

The charge is +1. Its spin multiplicity is 3. The expectation value of S² is 2.015. For the HOMO-LUMO gap (spin up / spin down), the calculation gives 6.1 / 7.1 eV.

Last column: natural (NBO) charge in e.
Atoms and positions in Å:
C 0.260 1.373 0.350  -0.23
C 1.124 -0.839 -0.258  0.44
C -1.654 -0.659 0.058  0.68
N 0.151 0.216 -0.045  -0.37
O 0.879 -1.926 0.075  -0.38
O -2.480 0.041 -0.108  -0.24
H -0.520 2.098 0.414  0.27
H 1.195 1.886 0.251  0.27
H 2.099 -0.621 -0.732  0.27
H -1.054 -1.570 -0.005  0.29


No. 3
Below is C21H32N6O3 in the gas phase, with properties calculated with ωB97M-V/def2-TZVPD.

The SMILES is CC[C@@H](C(=O)NC1CCCC1)N(C(=O)Cn1nnc(-c2ccc(C)o2)n1)C(C)(C)C. The charge is 0. Its spin multiplicity is 1. For the HOMO-LUMO gap, the calculation gives 8.7 eV.

Last column: natural (NBO) charge in e.
Atoms and positions in Å:
C 4.549 0.299 2.363  -0.61
C 3.461 1.191 1.776  -0.40
C 2.751 0.489 0.603  -0.13
C 1.836 -0.640 1.140  0.71
O 1.302 -0.583 2.232  -0.66
N 1.780 -1.716 0.347  -0.61
C 1.001 -2.898 0.651  -0.06
C 1.902 -4.137 0.684  -0.41
C 2.094 -4.509 -0.791  -0.42
C 0.859 -3.958 -1.531  -0.42
C 0.020 -3.222 -0.476  -0.43
N 2.101 1.441 -0.295  -0.47
C 1.299 2.417 0.216  0.71
O 1.253 3.559 -0.191  -0.60
C 0.290 1.969 1.282  -0.34
N -0.687 1.164 0.611  0.02
N -0.391 0.245 -0.267  -0.06
N -1.500 -0.277 -0.669  -0.27
C -2.484 0.364 -0.001  0.23
C -3.872 0.066 -0.177  0.20
C -4.469 -0.875 -0.977  -0.24
C -5.856 -0.736 -0.766  -0.33
C -6.010 0.274 0.143  0.31
C -7.227 0.872 0.751  -0.65
O -4.810 0.761 0.503  -0.38
N -1.975 1.286 0.815  -0.24
C 2.654 1.633 -1.660  0.15
C 1.566 2.226 -2.566  -0.63
C 3.874 2.556 -1.611  -0.63
C 3.028 0.284 -2.289  -0.62
H 4.115 -0.626 2.735  0.21
H 5.041 0.803 3.190  0.22
H 5.301 0.054 1.615  0.20
H 2.748 1.431 2.564  0.22
H 3.896 2.125 1.417  0.21
H 3.529 -0.006 0.023  0.23
H 2.179 -1.676 -0.576  0.40
H 0.509 -2.707 1.606  0.24
H 2.844 -3.943 1.194  0.22
H 1.383 -4.935 1.213  0.21
H 2.190 -5.587 -0.914  0.21
H 3.008 -4.056 -1.179  0.20
H 1.161 -3.276 -2.326  0.20
H 0.284 -4.757 -1.994  0.21
H -0.755 -3.880 -0.084  0.21
H -0.459 -2.327 -0.867  0.25
H 0.724 1.385 2.097  0.27
H -0.223 2.848 1.677  0.25
H -3.965 -1.564 -1.623  0.24
H -6.637 -1.307 -1.226  0.23
H -7.201 0.764 1.834  0.23
H -7.279 1.936 0.523  0.23
H -8.113 0.379 0.363  0.23
H 0.660 1.629 -2.488  0.22
H 1.905 2.213 -3.598  0.21
H 1.335 3.250 -2.297  0.25
H 3.590 3.512 -1.177  0.24
H 4.253 2.728 -2.614  0.21
H 4.669 2.118 -1.010  0.20
H 3.255 0.446 -3.340  0.23
H 3.910 -0.172 -1.846  0.20
H 2.182 -0.396 -2.229  0.21


No. 4
Below is 2 unconnected molecules or ions with the total composition C5H13NO2, with properties calculated with ωB97M-V/def2-TZVPD.

The charge is +1. Its spin multiplicity is 2. The expectation value of S² is 0.780. For the HOMO-LUMO gap (spin up / spin down), the calculation gives 10.4 / 4.4 eV.

Last column: natural (NBO) charge in e.
Atoms and positions in Å:
C -0.409 0.142 0.178  -0.56
C 0.342 1.418 -0.091  -0.20
C 1.679 1.158 -0.960  -0.61
C -0.588 2.409 -0.977  -0.62
C 0.112 -0.900 1.026  0.61
N 0.569 -0.472 2.273  -0.34
O -0.026 -2.063 0.745  -0.31
H -1.540 0.415 0.633  0.27
H -0.476 -0.130 -0.792  0.31
H 0.689 2.002 0.770  0.19
H 1.377 1.052 -2.027  0.23
H 2.172 2.093 -0.883  0.23
H 2.307 0.421 -0.558  0.20
H -1.658 2.498 -0.660  0.23
H -0.719 2.149 -2.021  0.23
H -0.032 3.339 -1.001  0.23
H 0.726 -1.292 2.920  0.45
H 0.651 0.497 2.561  0.45
H -1.592 -2.024 -0.728  0.48
H -0.882 -2.366 -2.179  0.50
O -1.453 -1.775 -1.621  -0.95


The records above give, respectively, energy above the lowest of the compared OMol25 structures with the same formula, charge and spin values of 1.1800, 1.9947, 0.0000, 2.9366 eV.
The records above give, respectively, largest force on an atom values of 1.99, 5.62, 1.35, 5.10 eV/Å.